1.
{
  "formula": "C40H51B2CoN9S",
  "method": "wB97M-V/def2-TZVPD",
  "orbital_gap_ev": [6.81, 6.69],
  "e_lumo_ev": [-4.21, -4.32],
  "charge": 1,
  "symbols": ["H", "H", "N", "H", "Co", "C", "N", "N", "C", "H", "H", "C", "C", "C", "H", "H", "H", "H", "H", "H", "H", "C", "H", "C", "H", "H", "H", "C", "H", "C", "H", "N", "H", "C", "C", "H", "C", "H", "C", "H", "N", "C", "C", "H", "C", "C", "C", "C", "C", "C", "H", "H", "H", "C", "C", "C", "N", "H", "C", "C", "H", "C", "N", "C", "H", "C", "C", "H", "S", "C", "C", "H", "H", "H", "H", "C", "H", "B", "B", "H", "C", "C", "C", "H", "H", "H", "H", "H", "C", "C", "H", "C", "H", "H", "C", "H", "H", "N", "H", "H", "H", "H", "N", "H"],
  "xyz": [[-4.096, 2.272, 2.549], [0.526, -1.003, -6.109], [0.690, -1.678, -0.669], [2.271, 0.716, -5.773], [-0.142, -0.353, 0.398], [1.167, -2.506, -1.317], [-0.111, -4.147, 1.304], [1.492, -0.188, 1.474], [0.460, -5.480, 1.088], [1.879, 5.367, -0.034], [-3.403, -5.634, -1.052], [1.170, 3.124, -1.414], [1.546, 4.614, 0.677], [4.877, -2.964, -1.343], [-1.922, -5.153, -3.034], [-4.500, -4.380, -1.586], [1.429, 3.813, -2.199], [1.323, -5.559, 1.747], [0.861, -5.546, 0.074], [-5.304, -6.639, -2.314], [2.413, -3.574, -2.956], [2.689, -0.768, 1.558], [-1.170, 4.188, 3.579], [0.745, 1.799, -1.567], [0.696, 5.016, 1.229], [2.068, -4.526, -1.214], [2.906, -0.222, -1.041], [-2.645, -4.418, -2.660], [3.641, 1.326, 4.900], [-1.931, -3.397, -1.790], [-1.022, 2.881, 4.751], [-1.255, -4.078, -0.682], [2.353, 1.996, -3.667], [-5.496, -0.038, -1.795], [-4.303, 0.600, -2.102], [2.781, 2.636, 4.085], [2.507, 0.693, 3.226], [-4.082, 0.884, -3.124], [-0.005, -7.957, 0.982], [4.237, -1.457, -2.729], [0.778, 2.249, 0.576], [3.344, -0.262, 2.692], [0.648, 1.015, -2.810], [-2.603, 3.599, 4.425], [4.189, -1.813, -1.709], [0.560, -0.437, -5.189], [-3.110, 1.905, 2.321], [-0.893, -3.510, 0.453], [-1.661, 3.298, 3.974], [-1.918, 2.302, 2.895], [0.571, -4.244, -2.528], [-6.206, -0.268, -2.580], [-4.919, -5.649, -3.720], [-3.406, 0.911, -1.090], [-2.772, 1.022, 1.295], [3.361, -1.595, 0.540], [1.384, 0.726, 2.477], [0.273, -7.951, -0.076], [-1.008, -9.072, 1.245], [3.433, -1.131, -0.775], [-6.728, -0.846, -0.235], [1.176, 3.368, -0.054], [-0.933, 1.647, 2.267], [2.716, 1.592, 4.395], [-3.025, -3.896, -3.542], [-4.892, -0.058, 0.535], [-5.790, -0.363, -0.477], [4.332, -0.532, 3.023], [-1.578, -1.967, 0.965], [1.579, 1.254, -3.820], [-0.550, -6.587, 1.367], [0.917, -8.150, 1.539], [0.227, -3.600, 2.080], [-3.800, -6.903, -3.192], [-1.186, -2.838, -2.361], [-4.494, -6.137, -2.841], [-1.141, -1.425, -4.340], [1.623, -3.808, -2.084], [0.557, 1.973, 2.108], [2.352, 4.430, 1.387], [4.061, -2.737, 0.904], [1.537, 0.530, -5.001], [-3.689, 0.571, 0.230], [-5.123, -0.301, 1.564], [-1.929, -8.910, 0.682], [-2.641, -2.695, -1.364], [-1.271, -9.121, 2.304], [-0.607, -10.042, 0.956], [-0.374, -0.676, -4.191], [-3.787, -5.129, -1.944], [0.861, 2.922, 2.758], [4.812, -3.426, -0.039], [4.012, -3.096, 1.925], [5.341, -4.324, 0.250], [-0.330, 0.045, -3.009], [-0.817, -6.574, 2.427], [-1.070, -0.151, -2.243], [-1.437, 0.819, 1.323], [5.462, -3.497, -2.081], [-1.473, -6.390, 0.812], [1.895, 1.506, 5.107], [-0.677, -4.859, -0.975], [0.505, 1.292, -0.357], [-2.504, 1.469, -1.310]]
}


2.
{
  "formula": "C15H21ClN2O4S",
  "method": "wB97M-V/def2-TZVPD",
  "orbital_gap_ev": 9.88,
  "e_lumo_ev": 0.55,
  "smiles": "CCOC(=O)N1CCC(NS(=O)(=O)c2ccc(C)c(Cl)c2)CC1",
  "charge": 0,
  "symbols": ["C", "O", "N", "C", "C", "C", "O", "C", "N", "H", "Cl", "C", "C", "H", "H", "C", "O", "H", "H", "H", "H", "H", "C", "H", "H", "C", "C", "H", "H", "H", "O", "C", "H", "H", "C", "H", "C", "H", "H", "H", "H", "C", "H", "S"],
  "xyz": [[2.206, 2.177, -3.246], [-3.773, -2.996, 1.778], [-1.657, -2.189, 1.738], [3.159, 3.174, -3.124], [-1.137, -1.864, -0.628], [3.356, 0.885, -1.574], [-3.100, -1.462, 3.300], [-5.389, -0.627, 3.151], [0.109, 0.180, -1.268], [-2.089, -1.367, -0.833], [5.598, 1.699, -0.344], [5.250, 4.129, -2.101], [-4.396, -1.510, 3.894], [-5.532, -1.004, 2.142], [-5.022, 0.396, 3.102], [-0.680, -1.215, 2.164], [0.321, -0.056, -3.779], [-4.247, -1.161, 4.918], [3.084, 4.063, -3.733], [-1.428, 0.396, 0.943], [0.877, -1.309, -0.118], [0.269, -1.735, 2.334], [-1.324, -2.872, 0.506], [1.386, 2.254, -3.941], [-6.344, -0.637, 3.669], [4.219, 3.056, -2.233], [-0.491, -0.147, 1.084], [-2.136, -3.565, 0.280], [-0.751, 0.594, -1.596], [5.284, 4.494, -1.075], [1.689, -1.508, -2.312], [4.298, 1.893, -1.462], [-1.011, -0.766, 3.099], [-4.748, -2.546, 3.900], [-2.919, -2.265, 2.223], [0.275, 0.566, 1.388], [-0.092, -0.816, -0.233], [-0.808, -2.374, -1.534], [6.237, 3.733, -2.337], [-0.398, -3.436, 0.658], [3.426, -0.020, -0.994], [2.317, 1.042, -2.469], [5.034, 4.959, -2.766], [1.076, -0.240, -2.573]]
}


3.
{
  "formula": "C10H15N5",
  "method": "wB97M-V/def2-TZVPD",
  "orbital_gap_ev": 11.76,
  "e_lumo_ev": 0.35,
  "smiles": "CC#N.CC#N.CC#N.CC#N.CC#N",
  "charge": 0,
  "symbols": ["H", "C", "C", "H", "H", "H", "N", "H", "H", "C", "C", "N", "N", "H", "H", "H", "C", "H", "H", "N", "H", "C", "C", "H", "N", "C", "C", "C", "H", "H"],
  "xyz": [[1.346, -0.101, 4.168], [1.373, -0.338, -5.195], [0.149, -2.411, 2.773], [1.178, 0.872, -1.718], [-3.865, 2.738, 0.507], [0.692, -0.828, -1.302], [3.656, 0.563, 6.233], [0.645, -2.379, 3.743], [-4.540, 3.902, -0.704], [0.721, 0.608, 0.271], [2.988, 0.569, 5.302], [-2.374, 2.087, -2.160], [-2.031, -3.806, 3.002], [0.012, -1.794, -5.818], [-0.509, 0.442, -1.408], [0.782, -0.887, -7.141], [0.940, -1.344, -6.167], [-0.111, -1.431, 2.381], [1.690, -2.125, -6.263], [0.881, 0.933, 1.360], [-5.082, 2.216, -0.614], [-1.081, -3.177, 2.911], [-4.222, 2.883, -0.513], [0.836, -2.943, 2.114], [1.766, 0.436, -4.446], [2.159, 0.606, 4.091], [0.525, 0.230, -1.130], [-3.189, 2.444, -1.438], [2.801, 0.396, 3.236], [1.862, 1.639, 3.921]]
}


4.
{
  "formula": "C36H32Cl3N6O4SeSiY",
  "method": "wB97M-V/def2-TZVPD",
  "orbital_gap_ev": 6.24,
  "e_lumo_ev": -1.14,
  "charge": 0,
  "symbols": ["H", "C", "C", "C", "C", "C", "C", "H", "O", "H", "H", "C", "H", "Cl", "C", "Si", "C", "C", "H", "H", "C", "C", "N", "C", "O", "N", "Cl", "N", "C", "C", "H", "C", "H", "H", "C", "C", "C", "H", "N", "O", "C", "N", "C", "H", "H", "C", "N", "H", "C", "C", "C", "C", "C", "H", "H", "H", "C", "H", "H", "H", "C", "Y", "H", "H", "H", "O", "H", "H", "Se", "H", "H", "C", "H", "C", "H", "C", "C", "H", "H", "Cl", "H", "C", "C", "C"],
  "xyz": [[-2.369, 2.101, 0.565], [2.695, 3.900, -1.361], [3.748, 3.617, 0.780], [2.684, 1.770, -0.285], [-2.279, 2.291, -0.497], [-4.787, -2.202, -0.253], [-5.341, -1.651, 2.021], [0.495, 2.288, 4.313], [0.118, 1.767, 1.107], [-6.039, -1.664, 2.845], [4.283, 4.031, 1.624], [3.399, 4.430, -0.290], [-0.789, 1.287, 3.613], [-7.248, -2.934, 0.589], [-1.930, 2.713, -3.160], [0.820, -3.671, 0.400], [-0.138, 0.883, -4.537], [2.641, -1.875, -0.471], [1.362, -1.894, -2.425], [-0.215, -1.003, 3.000], [-2.796, 3.546, -2.452], [1.937, -4.485, 1.678], [0.193, -0.214, -2.432], [1.173, 0.422, 3.473], [2.244, 0.444, -0.257], [1.341, -2.076, -0.028], [-2.377, -1.614, -1.350], [-2.210, 3.813, -5.321], [0.243, 1.632, 3.483], [3.142, -0.565, -0.628], [-1.010, -4.557, 1.761], [-0.866, -3.614, 1.227], [2.987, -4.538, 1.390], [3.225, -3.921, -0.760], [-0.785, 1.967, -5.269], [-1.286, 1.685, -2.473], [2.336, 2.560, -1.362], [3.647, 1.629, 1.614], [0.654, -0.652, 2.605], [0.572, 3.636, 2.235], [4.395, -0.284, -1.129], [-1.462, 1.488, -1.162], [-2.977, 3.330, -1.106], [-5.045, -2.647, -1.204], [3.665, 5.478, -0.281], [-5.682, -2.210, 0.799], [-0.615, 2.181, -6.547], [1.589, -5.501, 1.879], [-1.673, 2.875, -4.586], [4.813, -2.625, -1.330], [-3.551, -1.617, -0.060], [3.542, -2.891, -0.840], [-0.376, 0.757, -3.169], [6.234, -1.102, -1.873], [1.900, -1.795, -4.848], [-0.122, -4.354, -1.779], [-3.139, -1.026, 1.146], [-0.979, -2.811, 1.959], [5.461, -3.450, -1.599], [-3.634, 3.954, -0.519], [0.602, -4.798, -1.090], [-0.076, -0.186, 0.211], [-3.303, 4.346, -2.976], [2.417, 4.530, -2.196], [-1.681, -3.528, 0.507], [-1.971, -0.482, 1.306], [1.309, -1.426, 2.569], [1.785, 2.123, -2.186], [-1.594, 3.597, -6.969], [0.207, -5.769, -0.778], [4.710, 0.745, -1.239], [-4.096, -1.077, 2.180], [1.882, -3.934, 2.622], [5.249, -1.321, -1.485], [1.310, 0.062, 4.496], [0.324, 2.445, 2.197], [1.253, -1.050, -4.407], [2.157, 0.712, 3.096], [1.526, -4.975, -1.643], [-3.656, -0.388, 3.710], [0.900, 0.058, -6.219], [3.393, 2.277, 0.785], [0.706, -0.038, -5.159], [0.964, -1.104, -3.046]]
}


Energy in Ha, matching the order above: -3878.2327 -1853.0705 -663.7700 -6130.7224